Record 1
Formula: C5H12N5
Source: the OMol25 dataset
Level of theory: ωB97M-V/def2-TZVPD

Bonds (Å) are listed after each position.
CARTESIAN COORDINATES (ANGSTROEM)
1 H -1.4682 2.2196 -1.1148  N2 1.022
2 N -0.7225 1.7808 -1.6586  H1 1.022, C3 1.268
3 C 0.0643 1.2139 -0.8417  N2 1.268, C4 1.594, C8 1.483
4 C 1.2713 0.4928 -1.5918  C3 1.594, N5 1.418, H12 1.150, H13 1.133
5 N 2.2844 -0.0328 -0.7507  C4 1.418, C6 1.279, H14 1.026
6 C 2.2499 -0.2414 0.5112  N5 1.279, N7 1.331, H15 1.139
7 N 1.2104 0.2506 1.1806  C6 1.331, C8 1.525, H16 0.941
8 C -0.1009 0.6820 0.5322  C3 1.483, N7 1.525, N9 1.397, H17 1.119
9 N -0.9557 -0.4231 0.5377  C8 1.397, C10 1.391, N11 1.449
10 C -1.7511 -0.7937 1.6172  N9 1.391, H18 1.084, H19 1.090, H20 1.055
11 N -1.3505 -0.9394 -0.7578  N9 1.449, H21 1.043, H22 1.049
12 H 0.6384 -0.3320 -2.0832  C4 1.150
13 H 1.4998 1.2557 -2.3981  C4 1.133
14 H 2.9877 -0.4978 -1.3351  N5 1.026
15 H 2.9521 -0.8530 1.1678  C6 1.139
16 H 0.9819 -0.0621 2.0383  N7 0.941
17 H -0.5325 1.5327 1.1171  C8 1.119
18 H -1.5283 -1.8511 1.7017  C10 1.084
19 H -1.3040 -0.3324 2.4984  C10 1.090
20 H -2.7899 -0.6164 1.5710  C10 1.055
21 H -1.5024 -1.9657 -0.6536  N11 1.043
22 H -2.1343 -0.4873 -1.2881  N11 1.049

Properties
* 2S+1: 1
* frontier orbital gap: 9.216 eV
* SMILES: [H]/N=C1/CNC=[NH+][C@@H]1N(C)N
* M: 142.2 g/mol
* charge: +1
* highest occupied orbital energy: -0.4605 Eh
* F_max: 4.8 eV/A
* energy relative to the best compared isomer or geometry (same formula, charge and spin): 397.1 kJ/mol

Record 2
Formula: C5H12N5O2
Source: the OMol25 dataset
Level of theory: ωB97M-V/def2-TZVPD

Bonds (Å) are listed after each position.
CARTESIAN COORDINATES (ANGSTROEM)
1 C -2.3071 -1.6113 0.3549  N2 1.438, H13 1.081, H14 1.030, H15 1.083
2 N -2.7033 -0.2992 -0.0794  C1 1.438, C3 1.436
3 C -1.6171 0.5552 -0.4707  N2 1.436, N4 1.388, N8 1.370
4 N -2.0987 1.7389 -1.0126  C3 1.388, N5 1.377, H16 1.005
5 N -1.2883 2.7455 -1.4868  N4 1.377, O6 1.216, O7 1.201
6 O -1.8654 3.8083 -1.6117  N5 1.216
7 O -0.1100 2.5280 -1.5701  N5 1.201
8 N -0.2921 0.2136 -0.5382  C3 1.370, C9 1.320, H17 1.030
9 C 0.3246 -0.3195 0.4996  N8 1.320, N10 1.315, H18 1.014
10 N 1.6288 -0.4846 0.5368  C9 1.315, C11 1.470, C12 1.449
11 C 2.3036 -1.1053 1.6864  N10 1.470, H19 1.104, H20 1.122, H21 1.034
12 C 2.4846 -0.1680 -0.5891  N10 1.449, H22 1.099, H23 1.072, H24 1.195
13 H -1.3352 -1.8930 -0.0259  C1 1.081
14 H -3.0686 -2.1866 -0.0319  C1 1.030
15 H -2.3510 -1.5599 1.4360  C1 1.083
16 H -3.0081 2.0710 -0.7423  N4 1.005
17 H 0.1618 0.6162 -1.3701  N8 1.030
18 H -0.1677 -0.4893 1.3697  C9 1.014
19 H 3.0402 -1.9105 1.5211  C11 1.104
20 H 2.7235 -0.3863 2.4388  C11 1.122
21 H 1.5982 -1.6405 2.2213  C11 1.034
22 H 2.1327 0.8164 -0.9296  C12 1.099
23 H 3.4820 0.0328 -0.2504  C12 1.072
24 H 2.3324 -1.0718 -1.3557  C12 1.195

Properties
* 2S+1: 1
* frontier orbital gap: 8.863 eV
* SMILES: C/N=C(N[N+](=O)[O-])\[NH+]=C\N(C)C
* M: 174.2 g/mol
* charge: +1
* highest occupied orbital energy: -0.4809 Eh
* F_max: 8.8 eV/A
* energy relative to the best compared isomer or geometry (same formula, charge and spin): 531.4 kJ/mol

Record 3
Formula: C5H12N6S2
Source: the OMol25 dataset
Level of theory: ωB97M-V/def2-TZVPD

Bonds (Å) are listed after each position.
CARTESIAN COORDINATES (ANGSTROEM)
1 N -1.5804 0.9472 1.8252  C2 1.308, H14 1.010, H15 1.087
2 C -1.9540 0.2785 0.7649  N1 1.308, N3 1.387, C6 1.478
3 N -3.1877 -0.3025 0.5117  C2 1.387, C4 1.350, H16 1.038
4 C -3.2251 -0.8676 -0.7142  N3 1.350, N5 1.390, H17 1.094
5 N -2.0076 -0.6396 -1.3447  C4 1.390, C6 1.378, H18 1.040
6 C -1.1940 0.0642 -0.4843  C2 1.478, N5 1.378, N7 1.365
7 N 0.0377 0.5959 -0.7354  C6 1.365, S8 1.795, C9 1.416
8 S 0.3968 2.3001 -0.2989  N7 1.795, H19 1.356
9 C 1.1120 -0.1934 -1.2118  N7 1.416, N10 1.490, H20 1.006, H21 1.002
10 N 1.8293 -0.8746 -0.0971  C9 1.490, S11 1.721, C12 1.287
11 S 1.3325 -2.5156 0.0518  N10 1.721, H22 1.333
12 C 2.7999 -0.3732 0.5841  N10 1.287, N13 1.307, H23 1.140
13 N 3.2608 0.8389 0.4190  C12 1.307, H24 0.951, H25 1.022
14 H -0.5972 1.1761 1.8093  N1 1.010
15 H -2.2948 1.2076 2.6014  N1 1.087
16 H -3.9251 -0.3756 1.2385  N3 1.038
17 H -4.0572 -1.4563 -1.1114  C4 1.094
18 H -1.8853 -1.1834 -2.2226  N5 1.040
19 H 0.7774 2.9302 -1.4378  S8 1.356
20 H 0.7514 -0.9067 -1.8222  C9 1.006
21 H 1.7639 0.3570 -1.7372  C9 1.002
22 H 1.8545 -2.7050 1.2631  S11 1.333
23 H 3.2417 -1.0827 1.3590  C12 1.140
24 H 2.7420 1.4364 -0.1093  N13 0.951
25 H 4.0086 1.3442 0.8988  N13 1.022

Properties
* 2S+1: 1
* frontier orbital gap: 8.567 eV
* SMILES: Nc1[nH]c[nH+]c1N(S)CN(S)C=[NH2+]
* M: 220.3 g/mol
* charge: +2
* highest occupied orbital energy: -0.5451 Eh
* F_max: 5.5 eV/A
* energy relative to the best compared isomer or geometry (same formula, charge and spin): 0.0 kJ/mol

Record 4
Formula: C5H12NO
Source: the OMol25 dataset
Level of theory: ωB97M-V/def2-TZVPD

Bonds (Å) are listed after each position.
CARTESIAN COORDINATES (ANGSTROEM)
1 C -2.2932 0.9152 0.6399  N2 1.473, H8 1.082, H9 1.031, H10 0.999
2 N -0.9472 0.5513 1.1136  C1 1.473, C3 1.493, H11 1.061
3 C -0.0040 0.0915 0.0516  N2 1.493, C4 1.569, C5 1.498, H12 1.113
4 C -0.6471 -0.9038 -0.9771  C3 1.569, H13 1.089, H14 0.994, H15 1.169
5 C 1.2893 -0.4705 0.5581  C3 1.498, C6 1.728, H16 1.146, H17 1.016
6 C 2.5218 0.0620 -0.5289  C5 1.728, O7 1.311, H18 1.137, H19 1.084
7 O 2.2173 0.0574 -1.8036  C6 1.311
8 H -2.2982 0.9127 -0.4425  C1 1.082
9 H -2.3382 1.9077 0.9142  C1 1.031
10 H -3.0585 0.5205 1.1465  C1 0.999
11 H -1.1775 -0.2896 1.7190  N2 1.061
12 H 0.1838 1.0307 -0.5146  C3 1.113
13 H 0.0116 -0.8452 -1.8427  C4 1.089
14 H -1.6040 -0.7693 -1.2089  C4 0.994
15 H -0.8350 -1.9169 -0.4246  C4 1.169
16 H 1.5082 0.1567 1.4917  C5 1.146
17 H 1.3490 -1.4844 0.5310  C5 1.016
18 H 2.7865 1.0902 -0.1228  C6 1.137
19 H 3.3356 -0.6162 -0.3000  C6 1.084

Properties
* 2S+1: 1
* frontier orbital gap: 6.158 eV
* SMILES: CN[C@H](C)CC[O-]
* M: 102.2 g/mol
* charge: -1
* highest occupied orbital energy: -0.0855 Eh
* F_max: 5.8 eV/A
* energy relative to the best compared isomer or geometry (same formula, charge and spin): 226.1 kJ/mol

Record 5
Formula: C5H12NO
Source: the OMol25 dataset
Level of theory: ωB97M-V/def2-TZVPD

Bonds (Å) are listed after each position.
CARTESIAN COORDINATES (ANGSTROEM)
1 C -0.6782 0.9317 2.1332  N3 1.436, H4 1.127, H5 1.090, H6 1.116
2 C -2.4669 2.1319 1.3668  N3 1.287, H7 1.100, H8 1.124
3 N -2.0637 1.2908 2.2541  C1 1.436, C2 1.287
4 H -0.3389 0.7196 3.1871  C1 1.127
5 H -0.1030 1.6958 1.6103  C1 1.090
6 H -0.5875 0.0004 1.5258  C1 1.116
7 H -3.5471 2.3282 1.2983  C2 1.100
8 H -1.7309 2.7008 0.7357  C2 1.124
9 C 1.6518 0.0735 -1.1160  O10 1.354, C11 1.567, H13 1.132, H14 1.116
10 O 0.7583 0.6060 -0.2485  C9 1.354
11 C 1.0306 -1.1333 -1.8986  C9 1.567, C12 1.527, H15 1.130, H16 1.114
12 C 0.5525 -2.2471 -0.9691  C11 1.527, H17 1.103, H18 1.111, H19 1.130
13 H 2.6197 -0.2580 -0.6320  C9 1.132
14 H 1.9374 0.8313 -1.8842  C9 1.116
15 H 1.6345 -1.4868 -2.7854  C11 1.130
16 H 0.1449 -0.6556 -2.3774  C11 1.114
17 H -0.0298 -2.9955 -1.5333  C12 1.103
18 H -0.1848 -1.8030 -0.2659  C12 1.111
19 H 1.4013 -2.7307 -0.4007  C12 1.130

Properties
* 2S+1: 1
* frontier orbital gap: 6.630 eV
* M: 102.2 g/mol
* charge: -1
* highest occupied orbital energy: -0.0926 Eh
* F_max: 2.6 eV/A
* energy relative to the best compared isomer or geometry (same formula, charge and spin): 139.8 kJ/mol

Record 6
Formula: C5H12NO
Source: the OMol25 dataset
Level of theory: ωB97M-V/def2-TZVPD

Bonds (Å) are listed after each position.
CARTESIAN COORDINATES (ANGSTROEM)
1 C -1.9117 -1.2021 0.9290  C2 1.529, H8 1.082, H9 1.120, H10 1.117
2 C -0.6065 -0.4074 0.9645  C1 1.529, C3 1.522, H11 1.088, H12 1.125
3 C 0.0730 0.0489 -0.3185  C2 1.522, C4 1.544, N5 1.431, H13 1.119
4 C 0.1430 -0.9487 -1.4944  C3 1.544, H14 1.087, H15 1.110, H16 1.157
5 N 1.4078 0.4966 -0.0595  C3 1.431, C6 1.509, H17 1.015
6 C 1.5788 1.9608 0.2611  N5 1.509, O7 1.309, H18 1.188, H19 1.147
7 O 1.0918 2.7576 -0.6562  C6 1.309
8 H -2.4822 -1.2248 1.8484  C1 1.082
9 H -1.7026 -2.2093 0.4866  C1 1.120
10 H -2.5625 -0.8436 0.0955  C1 1.117
11 H 0.1781 -0.8524 1.5729  C2 1.088
12 H -0.8657 0.6099 1.3689  C2 1.125
13 H -0.7128 0.7901 -0.6101  C3 1.119
14 H 0.5774 -1.9195 -1.2695  C4 1.087
15 H -0.8940 -1.1053 -1.8575  C4 1.110
16 H 0.8019 -0.4626 -2.3123  C4 1.157
17 H 2.1544 0.3116 -0.7221  N5 1.015
18 H 1.0365 2.0670 1.3133  C6 1.188
19 H 2.6952 2.1334 0.4600  C6 1.147

Properties
* 2S+1: 1
* frontier orbital gap: 6.093 eV
* SMILES: CC[C@H](C)NC[O-]
* M: 102.2 g/mol
* charge: -1
* highest occupied orbital energy: -0.0848 Eh
* F_max: 2.9 eV/A
* energy relative to the best compared isomer or geometry (same formula, charge and spin): 101.3 kJ/mol

Which formula does entry 1 have? C5H12N5

Look up the 2S+1 of the fifth one. 1